[1]
Computed, not measured: a molecular structure, C56H37BrF4HfN4P3S5 in a non-equilibrium geometry, with ωB97M-V with the def2-TZVPD basis set.

Structure (XYZ):
```
111
Properties=species:S:1:pos:R:3:lowdin_charge:R:1
Hf 0.221 0.277 -0.752 0.8347
S -0.620 0.139 -3.419 0.2553
P -0.473 -1.797 -2.910 0.3860
C 0.258 -2.010 -1.339 -0.6627
P -0.970 -2.365 -0.169 0.3747
S -2.213 -0.849 0.304 0.2812
C -0.057 -2.864 1.332 -0.3955
C 1.327 -2.965 1.353 -0.1326
C 1.971 -3.326 2.527 -0.0799
C 1.237 -3.607 3.671 -0.0915
C -0.149 -3.529 3.644 -0.0870
C -0.794 -3.153 2.477 -0.1014
C -1.959 -3.881 -0.407 -0.3407
C -1.258 -5.022 -0.793 -0.0882
C -1.930 -6.217 -0.977 -0.0863
C -3.301 -6.278 -0.764 -0.0966
C -3.998 -5.142 -0.382 -0.0853
C -3.329 -3.938 -0.204 -0.1020
C -2.062 -2.618 -3.271 -0.3492
C -2.122 -3.929 -3.735 -0.0925
C -3.352 -4.530 -3.945 -0.0820
C -4.522 -3.832 -3.684 -0.0911
C -4.464 -2.530 -3.213 -0.0791
C -3.237 -1.920 -3.009 -0.1186
C 0.649 -2.503 -4.159 -0.3560
C 0.228 -2.590 -5.484 -0.1056
C 1.090 -3.072 -6.454 -0.0872
C 2.384 -3.440 -6.106 -0.0971
C 2.814 -3.324 -4.793 -0.0817
C 1.948 -2.852 -3.816 -0.0752
H 1.897 -2.749 0.458 0.0599
H 3.052 -3.385 2.550 0.1045
H 1.743 -3.894 4.585 0.0970
H -0.722 -3.751 4.535 0.0979
H -1.875 -3.075 2.440 0.0991
H -0.188 -4.948 -0.951 0.1137
H -1.392 -7.103 -1.291 0.1016
H -3.830 -7.212 -0.905 0.0982
H -5.068 -5.188 -0.224 0.1026
H -3.860 -3.042 0.091 0.0746
H -1.205 -4.470 -3.932 0.1127
H -3.397 -5.548 -4.311 0.1041
H -5.480 -4.310 -3.849 0.1006
H -5.377 -1.987 -3.004 0.1052
H -3.187 -0.897 -2.659 0.0533
H -0.776 -2.274 -5.743 0.1089
H 0.757 -3.157 -7.480 0.0991
H 3.060 -3.809 -6.868 0.0965
H 3.826 -3.605 -4.531 0.1009
H 2.264 -2.751 -2.783 0.0844
S 2.914 -0.300 -0.590 0.5821
C 3.370 0.369 0.941 -0.6998
C 4.717 0.620 1.212 -0.0720
C 5.126 1.218 2.397 -0.1984
C 6.508 1.495 2.617 -0.1922
N 7.622 1.728 2.788 0.1535
C 4.166 1.581 3.361 -0.1921
C 2.831 1.281 3.122 -0.0543
C 2.427 0.669 1.943 -0.6123
S 0.755 0.191 1.791 0.6153
C 4.553 2.213 4.576 -0.1929
N 4.861 2.711 5.567 0.1574
H 5.459 0.351 0.471 0.1129
H 2.092 1.528 3.871 0.1100
F -5.204 6.487 -0.233 0.1238
C -4.325 5.567 0.164 -0.1403
C -3.781 5.633 1.433 -0.1360
F -4.144 6.616 2.258 0.1210
C -2.880 4.666 1.846 -0.2065
F -2.450 4.753 3.105 0.1090
C -2.480 3.621 1.023 -0.2959
P -1.183 2.314 1.473 0.9474
C -2.144 1.574 2.869 -0.3834
C -3.534 1.498 2.781 -0.1088
C -4.284 0.946 3.808 -0.0859
C -3.662 0.438 4.936 -0.0950
C -2.278 0.459 5.014 -0.0763
C -1.527 1.017 3.991 -0.1376
C 0.015 3.414 2.357 -0.3609
C 0.005 3.676 3.728 -0.1115
C 1.018 4.422 4.309 -0.0826
C 2.063 4.913 3.539 -0.0917
C 2.062 4.688 2.172 -0.0751
C 1.042 3.950 1.588 -0.1091
C -3.061 3.571 -0.245 -0.5576
Br -2.742 2.100 -1.394 0.7578
C -3.968 4.527 -0.672 -0.2613
F -4.530 4.455 -1.881 0.0757
H -4.041 1.862 1.896 0.1026
H -5.363 0.906 3.721 0.0999
H -4.248 0.017 5.743 0.0969
H -1.771 0.038 5.873 0.1034
H -0.453 0.997 4.059 0.0594
H -0.797 3.314 4.352 0.0927
H 0.997 4.611 5.375 0.1029
H 2.870 5.463 4.005 0.1019
H 2.864 5.072 1.553 0.0992
H 1.056 3.779 0.526 0.0177
C 4.452 3.503 -4.746 -0.0386
C 3.934 3.402 -3.343 -0.3383
C 4.762 3.623 -2.247 -0.0230
C 4.198 3.427 -1.001 -0.1319
N 2.935 3.053 -0.836 0.0487
C 2.195 2.936 -1.944 -0.8096
S 0.467 2.725 -1.735 0.4490
N 2.652 3.090 -3.188 0.1060
H 5.248 4.244 -4.816 0.0718
H 3.646 3.760 -5.428 0.0760
H 4.854 2.532 -5.045 0.0836
H 5.793 3.923 -2.370 0.1034
H 4.762 3.586 -0.089 0.1082
```

The energy comes out at -8411.990078 a.u. As for the energy relative to the best compared isomer or geometry (same formula, charge and spin): 117.96 kJ/mol. The net charge is -1. The HOMO energy comes out at -5.1 eV.

[2]
Computed, not measured: a molecular structure, C56H40AsBr2F10NO2P2Se2Sr, with ωB97M-V with the def2-TZVPD basis set.

Structure (XYZ):
```
117
Properties=species:S:1:pos:R:3:lowdin_charge:R:1
Sr -0.599 0.834 0.450 1.3677
C -2.162 4.192 -0.047 -0.0318
C -2.806 3.223 -0.988 -0.3262
C -3.976 3.555 -1.704 -0.0183
C -4.558 2.622 -2.504 -0.0389
C -3.973 1.346 -2.653 -0.1973
C -4.529 0.315 -3.454 -0.6437
Br -6.164 0.588 -4.392 0.6970
C -3.892 -0.882 -3.565 -0.2032
C -2.669 -1.103 -2.926 -0.6043
Br -1.832 -2.781 -3.200 0.7122
C -2.004 -0.164 -2.136 -0.4636
O -0.863 -0.327 -1.622 -0.2600
C -2.765 1.101 -1.969 -0.1197
N -2.238 2.052 -1.140 0.0631
H -2.694 5.142 -0.028 0.0770
H -1.124 4.377 -0.333 0.0457
H -2.135 3.803 0.973 0.0852
H -4.409 4.540 -1.589 0.1056
H -5.471 2.848 -3.038 0.0672
H -4.317 -1.676 -4.163 0.0834
Se 1.119 5.499 1.863 0.1964
P 2.193 4.647 0.232 0.0608
Se 1.736 2.677 -0.520 0.2953
C 2.140 5.812 -1.190 -0.3953
C 2.291 7.176 -0.951 -0.1168
C 2.313 8.076 -1.999 -0.1004
C 2.176 7.627 -3.307 -0.1106
C 2.013 6.275 -3.551 -0.0964
C 1.997 5.370 -2.499 -0.1212
C 3.994 4.610 0.567 -0.3964
C 4.508 5.028 1.782 -0.1098
C 5.880 5.044 1.991 -0.0954
C 6.743 4.654 0.983 -0.1095
C 6.231 4.225 -0.238 -0.0969
C 4.865 4.200 -0.440 -0.1140
H 2.372 7.518 0.074 0.0715
H 2.428 9.134 -1.797 0.0934
H 2.190 8.331 -4.130 0.0903
H 1.895 5.912 -4.565 0.0961
H 1.859 4.311 -2.681 0.0428
H 3.818 5.330 2.560 0.0484
H 6.272 5.367 2.946 0.0949
H 7.815 4.676 1.144 0.0905
H 6.900 3.906 -1.028 0.0942
H 4.459 3.846 -1.381 0.0876
C 1.766 -4.659 -1.455 -0.4192
C 3.159 -5.217 -1.198 -0.3998
As 4.571 -4.762 -2.520 1.3297
C 5.309 -6.564 -2.797 -0.4109
C 4.483 -7.678 -2.914 -0.1258
C 5.008 -8.928 -3.211 -0.1016
C 6.370 -9.085 -3.407 -0.1126
C 7.201 -7.978 -3.317 -0.1028
C 6.673 -6.732 -3.023 -0.1305
C 5.882 -4.067 -1.261 -0.4216
C 6.179 -2.713 -1.366 -0.1259
C 7.037 -2.111 -0.453 -0.0792
C 7.610 -2.866 0.556 -0.0976
C 7.318 -4.219 0.663 -0.0947
C 6.453 -4.816 -0.238 -0.1163
P 1.337 -2.883 -1.038 1.0769
C 1.977 -2.920 0.683 -0.3878
C 3.312 -2.838 1.075 -0.1135
C 3.665 -2.897 2.411 -0.0775
C 2.681 -3.040 3.382 -0.0924
C 1.351 -3.122 3.010 -0.0815
C 1.004 -3.058 1.669 -0.1066
C 2.574 -1.853 -1.911 -0.3794
C 2.862 -2.057 -3.259 -0.1639
C 3.706 -1.202 -3.948 -0.1118
C 4.266 -0.108 -3.305 -0.1075
C 3.954 0.135 -1.976 -0.1117
C 3.112 -0.726 -1.288 -0.1148
H 1.055 -5.180 -0.805 0.0710
H 1.439 -4.859 -2.482 0.0587
H 3.146 -6.307 -1.146 0.0454
H 3.505 -4.865 -0.224 0.0442
H 3.411 -7.584 -2.785 0.0926
H 4.344 -9.780 -3.290 0.0967
H 6.781 -10.061 -3.629 0.0925
H 8.267 -8.085 -3.479 0.0958
H 7.339 -5.878 -2.955 0.0990
H 5.715 -2.112 -2.141 0.0768
H 7.242 -1.052 -0.529 0.1042
H 8.276 -2.398 1.269 0.0973
H 7.755 -4.807 1.460 0.0971
H 6.213 -5.869 -0.139 0.1064
H 4.089 -2.706 0.329 0.0835
H 4.707 -2.816 2.694 0.0962
H 2.950 -3.044 4.431 0.0986
H 0.572 -3.181 3.757 0.1071
H -0.045 -3.063 1.396 0.0980
H 2.421 -2.897 -3.784 0.0838
H 3.923 -1.390 -4.993 0.0968
H 4.920 0.567 -3.844 0.0955
H 4.341 1.006 -1.463 0.0817
H 2.869 -0.498 -0.256 0.0991
F -7.000 -1.780 3.723 0.0670
C -5.848 -1.466 3.089 -0.1667
C -4.794 -2.366 3.042 -0.1585
F -4.931 -3.567 3.636 0.0853
C -3.618 -2.046 2.393 -0.1377
F -2.636 -2.966 2.373 0.0868
C -3.419 -0.807 1.741 -0.3179
O -2.342 -0.513 1.131 -0.2299
C -4.516 0.081 1.821 -0.1357
F -4.415 1.294 1.239 0.0867
C -5.693 -0.235 2.470 -0.1587
F -6.704 0.653 2.506 0.0867
F 0.887 -0.181 2.059 -0.2578
C 0.315 0.318 3.351 -0.1329
F -0.516 1.422 2.882 -0.2005
C 1.543 1.053 3.880 -0.6370
F 2.143 1.942 3.063 0.0869
F 1.215 1.731 5.004 0.1000
F 2.496 0.158 4.224 0.0998
```

The energy comes out at -16262.212383 a.u. As for the energy relative to the best compared isomer or geometry (same formula, charge and spin): 115.69 kJ/mol. The net charge is -2. The HOMO energy comes out at -3.0 eV.

> The highest energy relative to the best compared isomer or geometry (same formula, charge and spin) belongs to which entry?

C56H37BrF4HfN4P3S5

> The highest energy belongs to which entry?

C56H37BrF4HfN4P3S5

> What is the energy relative to the best compared isomer or geometry (same formula, charge and spin) in the second record?

115.69 kJ/mol